{
  "formula": "C40H76BClN4O14V",
  "method": "ωB97M-V/def2-TZVPD",
  "total_charge": -1,
  "e_tot_ha": -4271.22028,
  "lumo_ev": 1.37,
  "homo_ev": -5.687,
  "symbols": ["O", "V", "O", "Cl", "O", "C", "O", "B", "O", "C", "O", "O", "C", "O", "C", "O", "O", "C", "C", "C", "C", "C", "C", "N", "O", "C", "C", "C", "H", "H", "H", "H", "H", "H", "H", "H", "H", "H", "H", "H", "H", "H", "H", "H", "H", "H", "H", "C", "C", "C", "C", "C", "C", "N", "O", "C", "C", "C", "H", "H", "H", "H", "H", "H", "H", "H", "H", "H", "H", "H", "H", "H", "H", "H", "H", "H", "H", "C", "C", "C", "C", "C", "C", "N", "O", "C", "C", "C", "H", "H", "H", "H", "H", "H", "H", "H", "H", "H", "H", "H", "H", "H", "H", "H", "H", "H", "H", "C", "C", "C", "C", "C", "C", "N", "O", "C", "C", "C", "H", "H", "H", "H", "H", "H", "H", "H", "H", "H", "H", "H", "H", "H", "H", "H", "H", "H", "H"],
  "xyz": [[-0.287, -0.019, 1.433], [1.279, 0.018, 1.545], [1.784, 0.684, 0.187], [2.137, -2.362, 1.708], [0.734, -3.498, 5.155], [-0.450, -3.206, 5.173], [-1.501, -3.736, 5.794], [-2.713, -2.898, 5.659], [-2.284, -1.714, 5.018], [-1.019, -1.798, 4.703], [-0.328, -0.881, 4.231], [-3.794, -3.696, 5.002], [-4.773, -3.862, 5.839], [-5.765, -4.549, 5.716], [-4.391, -3.155, 7.136], [-3.216, -2.596, 6.968], [-5.033, -3.151, 8.169], [2.051, 4.160, 3.874], [1.911, 3.310, 2.585], [2.518, 4.106, 1.377], [4.056, 4.001, 1.334], [4.512, 2.555, 1.371], [4.028, 1.747, 2.604], [2.531, 1.929, 2.700], [1.935, 1.099, 3.543], [4.361, 0.227, 2.186], [4.874, 2.214, 3.894], [0.394, 3.121, 2.175], [1.529, 5.102, 3.709], [3.041, 4.423, 4.247], [1.573, 3.634, 4.700], [2.102, 3.712, 0.450], [2.304, 5.174, 1.401], [4.370, 4.430, 2.285], [4.590, 4.523, 0.540], [5.601, 2.589, 1.354], [4.098, 2.103, 0.470], [5.404, -0.034, 2.365], [3.886, -0.491, 2.855], [4.256, -0.138, 1.164], [5.946, 2.036, 3.801], [4.801, 3.284, 4.091], [4.582, 1.714, 4.817], [-0.118, 4.082, 2.132], [-0.136, 2.392, 2.788], [0.318, 2.689, 1.178], [2.291, 1.456, 4.360], [-1.464, -2.795, 0.468], [-2.995, -2.765, 0.758], [-3.654, -2.478, -0.563], [-5.182, -2.858, -0.780], [-5.389, -4.263, -0.190], [-4.852, -4.479, 1.252], [-3.383, -4.052, 1.345], [-2.686, -4.388, 2.557], [-5.777, -3.753, 2.271], [-4.870, -5.965, 1.633], [-3.311, -1.511, 1.742], [-0.856, -2.907, 1.366], [-1.148, -1.961, -0.158], [-1.105, -3.626, -0.139], [-3.534, -1.412, -0.756], [-3.163, -2.950, -1.414], [-5.497, -2.668, -1.806], [-5.690, -2.151, -0.124], [-4.683, -4.826, -0.800], [-6.404, -4.629, -0.345], [-6.227, -2.842, 1.876], [-6.593, -4.288, 2.758], [-5.153, -3.535, 3.137], [-4.114, -6.484, 1.044], [-4.710, -6.158, 2.694], [-5.785, -6.549, 1.535], [-4.359, -1.240, 1.615], [-2.812, -0.584, 1.459], [-3.225, -1.767, 2.798], [-3.184, -3.883, 3.203], [1.410, -0.915, -5.751], [2.627, -1.345, -4.912], [2.881, -0.282, -3.827], [3.741, -0.751, -2.667], [3.138, -2.082, -2.181], [3.041, -3.201, -3.299], [2.347, -2.646, -4.466], [2.089, -3.554, -5.431], [4.458, -3.760, -3.585], [2.254, -4.311, -2.574], [3.930, -1.355, -5.842], [1.640, 0.113, -6.032], [0.442, -0.897, -5.251], [1.212, -1.435, -6.688], [3.260, 0.653, -4.240], [1.981, -0.015, -3.272], [3.762, 0.040, -1.918], [4.797, -0.803, -2.932], [2.217, -1.984, -1.606], [3.880, -2.385, -1.443], [5.182, -2.947, -3.629], [4.847, -4.266, -2.701], [4.498, -4.425, -4.448], [2.818, -4.806, -1.784], [1.374, -4.047, -1.989], [1.903, -5.127, -3.206], [4.476, -2.296, -5.784], [4.653, -0.549, -5.715], [3.681, -1.376, -6.903], [1.143, -3.497, -5.583], [-0.716, 5.656, -0.313], [-1.688, 5.087, -1.374], [-1.632, 5.932, -2.701], [-0.534, 5.477, -3.697], [-0.645, 3.987, -3.991], [-0.631, 3.071, -2.712], [-1.533, 3.644, -1.618], [-1.501, 2.909, -0.512], [-1.029, 1.618, -3.062], [0.865, 3.030, -2.226], [-3.188, 5.421, -0.891], [-0.987, 6.699, -0.150], [-0.764, 5.141, 0.647], [0.294, 5.568, -0.714], [-2.543, 5.980, -3.298], [-1.379, 6.984, -2.568], [-0.656, 5.997, -4.648], [0.432, 5.741, -3.268], [0.087, 3.652, -4.727], [-1.593, 3.920, -4.524], [-1.002, 1.001, -2.164], [-0.333, 1.218, -3.799], [-2.069, 1.457, -3.343], [1.416, 2.473, -2.984], [1.093, 2.508, -1.297], [1.298, 4.018, -2.066], [-3.196, 5.068, 0.140], [-3.344, 6.489, -0.735], [-3.977, 4.966, -1.488], [-2.402, 2.580, -0.480]],
  "mulliken_charge": [-0.34, 1.10, 0.01, -0.63, -0.63, 0.67, -0.63, 1.31, -0.50, 0.32, -0.62, -0.56, 0.64, -0.65, 0.33, -0.59, -0.64, -1.76, 1.05, -0.11, -1.12, -0.64, 1.18, 1.28, -0.25, -1.97, -1.56, -1.73, 0.44, 0.28, 0.43, -0.60, 0.62, 0.38, 0.42, 0.53, -0.17, 0.49, 0.55, 0.12, 0.46, 0.31, 0.40, 0.50, 0.26, 0.13, 0.40, -2.07, 2.30, -1.41, -0.85, -1.39, 1.93, 0.13, -0.37, -1.02, -2.03, -0.96, 0.23, 0.10, 0.56, 0.31, 0.50, 0.44, 0.32, 0.37, 0.39, 0.24, 0.46, -0.09, 0.44, 0.33, 0.44, 0.41, 0.27, -0.18, 0.33, -2.13, 2.09, -1.03, -0.53, -0.96, 1.68, 0.47, -0.55, -1.91, -1.88, -1.78, 0.47, 0.39, 0.48, 0.85, -0.26, -0.15, 0.37, 0.00, 0.49, 0.42, 0.47, 0.34, 0.39, 0.37, 0.42, 0.36, 0.26, 0.46, 0.36, -1.27, 1.43, -1.34, -0.70, -1.31, 1.92, 0.01, 0.03, -1.94, -1.10, -1.93, 0.51, -0.04, 0.34, 0.50, 0.36, 0.44, 0.34, 0.41, 0.38, 0.34, 0.32, 0.42, 0.35, -0.32, 0.31, 0.46, 0.38, 0.43, 0.26]
}

=====

{
  "formula": "C2H5NO",
  "method": "ωB97M-V/def2-TZVPD",
  "e_tot_ha": -209.01734,
  "lumo_ev": 0.43,
  "smiles": "[NH3+][O-].C#C",
  "relative_energy_ev": 5.578,
  "homo_ev": -8.833,
  "symbols": ["C", "C", "N", "O", "H", "H", "H", "H", "H"],
  "xyz": [[-2.943, 0.105, 0.260], [-2.086, -0.491, -0.320], [2.025, 0.194, 0.004], [1.397, -0.983, 0.178], [-3.717, 0.605, 0.763], [1.861, 0.836, 0.810], [-1.277, -1.005, -0.752], [3.054, 0.061, -0.090], [1.687, 0.677, -0.854]],
  "mulliken_charge": [-0.47, -0.31, -0.21, -0.65, 0.37, 0.29, 0.39, 0.29, 0.29]
}

=====

{
  "formula": "C3H9N2",
  "method": "ωB97M-V/def2-TZVPD",
  "total_charge": 1,
  "e_tot_ha": -228.94665,
  "lumo_ev": -3.52,
  "smiles": "C/C([NH3+])=C\\N",
  "relative_energy_ev": 1.093,
  "homo_ev": -12.707,
  "symbols": ["C", "C", "C", "N", "N", "H", "H", "H", "H", "H", "H", "H", "H", "H"],
  "xyz": [[-1.062, 0.732, -0.806], [-0.086, 0.183, 0.185], [0.359, -1.060, 0.433], [0.123, -2.099, -0.387], [0.700, 1.261, 0.919], [-0.863, 1.789, -0.989], [-0.934, 0.225, -1.764], [-2.102, 0.587, -0.518], [0.936, -1.243, 1.330], [-0.310, -1.984, -1.288], [0.532, -3.010, -0.282], [0.742, 2.070, 0.293], [0.301, 1.587, 1.808], [1.662, 0.963, 1.068]],
  "mulliken_charge": [-1.15, 0.49, -0.35, -0.38, -0.36, 0.34, 0.34, 0.26, 0.33, 0.18, 0.22, 0.37, 0.34, 0.37]
}

=====

{
  "formula": "C3H3CoO2",
  "method": "ωB97M-V/def2-TZVPD",
  "total_charge": 1,
  "e_tot_ha": -1648.94298,
  "lumo_ev": [-6.61, -6.95],
  "spin_multiplicity": 4,
  "relative_energy_ev": 0.462,
  "homo_ev": [-14.074, -14.060],
  "symbols": ["O", "Co", "O", "C", "C", "C", "H", "H", "H"],
  "xyz": [[-0.241, 1.095, -0.134], [2.936, 0.479, 0.174], [1.760, 1.777, -0.665], [1.068, 0.887, -0.105], [-1.111, 0.068, 0.203], [-0.877, -1.220, -0.033], [-1.940, 0.438, 0.806], [-0.066, -1.564, -0.675], [-1.529, -1.961, 0.429]],
  "mulliken_charge": [-0.22, 0.73, -0.43, 0.55, 0.18, -0.66, 0.36, 0.24, 0.25]
}

=====

{
  "formula": "C29H77N20O40P2",
  "method": "ωB97M-V/def2-TZVPD",
  "total_charge": 1,
  "e_tot_ha": -5936.77902,
  "lumo_ev": -3.25,
  "relative_energy_ev": 0.000,
  "homo_ev": -11.905,
  "symbols": ["N", "C", "O", "C", "C", "C", "C", "C", "N", "C", "O", "C", "C", "C", "C", "O", "C", "N", "P", "P", "O", "O", "O", "H", "H", "H", "H", "H", "H", "H", "H", "H", "H", "H", "H", "H", "H", "H", "H", "H", "H", "H", "H", "H", "H", "H", "H", "H", "H", "C", "N", "O", "O", "H", "H", "H", "C", "N", "O", "O", "H", "H", "H", "C", "N", "O", "O", "H", "H", "H", "C", "N", "O", "O", "H", "H", "H", "C", "N", "O", "O", "H", "H", "H", "C", "N", "O", "O", "H", "H", "H", "C", "N", "O", "O", "H", "H", "H", "C", "N", "O", "O", "H", "H", "H", "C", "N", "O", "O", "H", "H", "H", "C", "N", "O", "O", "H", "H", "H", "C", "N", "O", "O", "H", "H", "H", "C", "N", "O", "O", "H", "H", "H", "C", "N", "O", "O", "H", "H", "H", "C", "N", "O", "O", "H", "H", "H", "C", "N", "O", "O", "H", "H", "H", "C", "N", "O", "O", "H", "H", "H", "C", "N", "O", "O", "H", "H", "H"],
  "xyz": [[-1.664, 1.359, -2.101], [-0.553, 1.247, -1.765], [0.678, 0.952, -1.430], [0.826, -0.216, -0.616], [-0.346, -1.186, -0.714], [-0.521, -1.885, -2.076], [-1.987, -2.208, -2.377], [-2.405, -3.435, -1.548], [-3.555, -3.174, -0.642], [2.071, -1.003, -1.111], [3.330, -0.625, -0.615], [3.339, 0.618, 0.066], [4.736, 0.997, 0.484], [5.604, 1.297, -0.736], [5.097, 2.488, -1.557], [4.672, 2.079, -2.864], [2.417, 0.527, 1.245], [0.992, 0.146, 0.844], [-0.211, 1.385, 1.433], [0.662, 3.300, 0.873], [1.979, 3.207, 0.226], [-0.354, 4.110, -0.039], [0.772, 4.065, 2.263], [-0.119, -1.986, -0.007], [-1.280, -0.741, -0.376], [-0.051, -1.335, -2.890], [0.002, -2.839, -2.041], [-2.046, -2.453, -3.437], [-2.649, -1.362, -2.214], [-2.700, -4.270, -2.173], [-1.574, -3.750, -0.925], [-3.314, -2.353, -0.096], [-4.324, -2.862, -1.227], [2.077, -0.983, -2.198], [1.912, -2.033, -0.798], [3.005, 1.384, -0.635], [5.184, 0.203, 1.078], [4.662, 1.915, 1.059], [5.598, 0.444, -1.409], [6.618, 1.516, -0.397], [4.232, 2.963, -1.086], [5.843, 3.255, -1.721], [3.948, 1.454, -2.775], [2.457, 1.439, 1.819], [2.791, -0.259, 1.896], [0.771, -0.696, 1.382], [-0.029, 1.336, 2.823], [0.186, 4.779, -0.493], [0.837, 5.027, 2.145], [-1.686, -7.716, -0.703], [-0.554, -6.824, -0.340], [0.109, -7.059, 0.646], [-0.313, -5.849, -1.027], [-1.752, -8.514, 0.024], [-2.584, -7.103, -0.699], [-1.485, -8.106, -1.696], [2.175, -4.733, 1.382], [1.616, -3.548, 2.087], [1.977, -2.438, 1.724], [0.820, -3.749, 2.973], [2.861, -4.379, 0.621], [2.687, -5.355, 2.111], [1.339, -5.266, 0.943], [-2.636, 4.406, -2.801], [-2.711, 5.735, -3.470], [-3.663, 6.445, -3.215], [-1.813, 6.023, -4.231], [-3.499, 4.295, -2.159], [-2.634, 3.647, -3.575], [-1.716, 4.380, -2.229], [7.835, 4.692, 1.950], [7.282, 3.310, 1.943], [7.713, 2.535, 1.118], [6.432, 3.054, 2.774], [8.574, 4.768, 1.162], [7.007, 5.374, 1.781], [8.279, 4.857, 2.926], [-1.852, -12.681, -0.808], [-2.336, -11.552, 0.031], [-1.843, -10.448, -0.156], [-3.186, -11.788, 0.853], [-1.090, -12.311, -1.484], [-1.443, -13.428, -0.135], [-2.702, -13.074, -1.359], [-6.821, 3.125, -3.926], [-5.868, 2.007, -3.683], [-4.831, 2.265, -3.099], [-6.190, 0.909, -4.077], [-6.397, 4.033, -3.515], [-6.960, 3.209, -4.999], [-7.752, 2.870, -3.430], [4.277, 1.150, 4.890], [2.812, 0.986, 5.071], [2.284, 1.419, 6.062], [2.230, 0.402, 4.165], [4.683, 1.677, 5.745], [4.702, 0.154, 4.798], [4.429, 1.717, 3.976], [-6.204, 0.205, -0.427], [-7.673, 0.438, -0.473], [-8.387, -0.342, 0.112], [-8.052, 1.405, -1.101], [-6.011, -0.683, 0.164], [-5.861, 0.078, -1.451], [-5.750, 1.081, 0.026], [0.425, -2.809, 6.079], [0.856, -2.577, 7.486], [0.264, -1.738, 8.128], [1.781, -3.250, 7.888], [-0.399, -2.143, 5.859], [1.276, -2.604, 5.439], [0.123, -3.848, 5.996], [3.820, 4.523, -5.132], [4.908, 5.402, -4.606], [5.405, 5.075, -3.548], [5.234, 6.358, -5.272], [3.668, 3.720, -4.422], [2.925, 5.126, -5.249], [4.153, 4.141, -6.090], [-4.123, 9.514, -2.152], [-4.906, 10.148, -1.058], [-4.349, 10.943, -0.338], [-6.070, 9.810, -0.964], [-3.111, 9.898, -2.120], [-4.142, 8.443, -1.986], [-4.608, 9.765, -3.090], [-9.164, 9.086, -0.204], [-10.174, 8.045, -0.542], [-9.853, 7.182, -1.334], [-11.254, 8.128, 0.000], [-8.260, 8.882, -0.760], [-9.583, 10.049, -0.478], [-8.988, 9.033, 0.866], [-6.590, -11.562, -0.636], [-5.824, -12.744, -1.116], [-4.630, -12.603, -1.312], [-6.437, -13.770, -1.277], [-5.906, -10.728, -0.538], [-7.363, -11.358, -1.371], [-7.026, -11.827, 0.321], [7.770, -2.380, 1.843], [6.988, -1.482, 2.738], [7.555, -0.541, 3.240], [5.812, -1.754, 2.912], [8.785, -2.008, 1.792], [7.739, -3.378, 2.271], [7.292, -2.361, 0.869], [6.171, -4.660, 4.745], [6.811, -5.889, 4.202], [8.021, -5.939, 4.194], [6.066, -6.755, 3.795], [6.950, -3.978, 5.066], [5.578, -4.229, 3.943], [5.543, -4.954, 5.580], [0.578, 0.837, -6.291], [1.608, 1.729, -5.691], [2.052, 1.432, -4.598], [1.936, 2.695, -6.342], [0.389, 0.022, -5.603], [-0.311, 1.436, -6.452], [0.975, 0.473, -7.233], [-1.725, 5.857, 4.467], [-1.669, 6.973, 3.481], [-2.553, 7.790, 3.500], [-0.720, 6.987, 2.714], [-2.614, 5.982, 5.072], [-1.756, 4.929, 3.905], [-0.825, 5.912, 5.072]],
  "mulliken_charge": [-0.52, 0.66, -0.36, 0.64, -1.53, -0.94, -0.71, -0.27, -0.74, -1.36, -0.16, 1.73, 0.19, -0.78, -0.54, -0.61, -2.33, 0.63, -0.40, 0.93, -0.39, -0.35, -0.44, 0.73, 0.89, 0.27, 0.44, 0.32, 0.36, 0.40, 0.01, 0.27, 0.28, 0.49, -0.06, -0.05, -0.54, 0.38, 0.40, 0.51, 0.13, 0.56, 0.30, 0.53, 0.47, 0.82, 0.18, 0.33, 0.31, -0.87, 0.92, -0.56, -0.53, 0.47, 0.30, 0.30, -0.53, 0.95, -0.58, -0.54, 0.25, 0.40, 0.00, -0.27, 0.97, -0.57, -0.57, 0.28, 0.25, -0.07, -0.85, 0.90, -0.53, -0.50, 0.32, 0.31, 0.31, -0.75, 0.96, -0.65, -0.51, 0.31, 0.31, 0.32, -0.76, 0.89, -0.47, -0.52, 0.27, 0.31, 0.29, -0.57, 0.85, -0.55, -0.48, 0.33, 0.22, 0.17, -0.58, 0.92, -0.54, -0.53, 0.32, 0.12, 0.28, -0.63, 0.92, -0.53, -0.54, 0.29, 0.16, 0.33, -0.42, 0.93, -0.51, -0.58, -0.01, 0.32, 0.28, -0.64, 0.88, -0.53, -0.54, 0.30, 0.23, 0.29, -0.63, 0.88, -0.53, -0.54, 0.30, 0.27, 0.27, -0.71, 0.86, -0.55, -0.52, 0.28, 0.30, 0.29, -0.69, 0.78, -0.52, -0.34, 0.33, 0.20, 0.27, -0.63, 0.94, -0.53, -0.55, 0.30, 0.10, 0.39, -0.78, 0.92, -0.49, -0.52, 0.23, 0.31, 0.32, -0.66, 0.90, -0.49, -0.55, 0.33, 0.20, 0.28]
}

=====

{
  "formula": "C3H4ClI",
  "method": "ωB97M-V/def2-TZVPD",
  "e_tot_ha": -874.44233,
  "lumo_ev": [-0.41, -0.77],
  "relative_energy_ev": 3.087,
  "homo_ev": [-8.389, -8.620],
  "symbols": ["C", "C", "C", "Cl", "I", "H", "H", "H", "H"],
  "xyz": [[0.199, -0.227, -0.658], [-0.421, 0.216, 0.611], [-1.958, 0.903, 0.576], [-2.093, 2.407, -0.169], [-3.444, -0.460, -0.047], [0.593, 0.644, -1.109], [0.371, -1.191, -1.106], [-0.469, -0.599, 1.307], [0.071, 0.987, 1.138]],
  "mulliken_charge": [-0.67, -0.64, 0.00, -0.12, 0.07, 0.28, 0.35, 0.35, 0.38]
}